*one*
The following is a DFT calculation (ωB97M-V with the def2-TZVPD basis set) of a single C5H4N2O molecule.

Each line ends with the Mulliken charge.
CARTESIAN COORDINATES (ANGSTROEM)
C  -2.65044  0.18806  -0.45750  0.103
C  -1.70927  0.14638  0.30585  -0.809
C  -0.35718  0.03001  0.67380  0.713
N  0.01242  -1.27315  0.23800  -0.553
C  1.21589  -1.18204  -0.17884  -0.198
N  1.74476  0.12862  -0.22455  -0.087
C  0.65594  0.92561  0.10931  0.233
O  0.66059  2.14304  0.02332  -0.599
H  -3.57195  0.28662  -1.11702  0.359
H  -0.38700  0.00017  1.77282  0.186
H  1.78926  -1.90576  -0.60759  0.458
H  2.59698  0.51243  -0.53761  0.193

The calculation puts the gap between HOMO and LUMO at 10.4 eV. Its structure (SMILES) is C#C[C@H]1N=CNC1=O. As for the total charge: 0. As for the HOMO energy: -9.8 eV.

*two*
The following is a DFT calculation (ωB97M-V with the def2-TZVPD basis set) of a single C5H4N2O molecule.

Each line ends with the Mulliken charge.
CARTESIAN COORDINATES (ANGSTROEM)
C  0.29125  1.21233  -1.57226  -0.058
C  1.00523  1.28912  -0.38243  -0.560
C  0.65652  0.23483  0.44536  0.598
O  0.59396  -0.22691  1.62170  -0.306
N  -0.64966  -1.07223  1.78850  -0.259
C  -1.03935  -1.28981  0.37632  -0.296
C  -0.28674  -0.39735  -0.41690  0.369
N  -0.39433  0.10539  -1.61133  -0.719
H  0.42622  1.95877  -2.43560  0.321
H  1.49030  2.35994  -0.07195  0.210
H  -0.12917  -2.16403  1.81022  0.355
H  -1.96422  -2.01005  0.44838  0.345

The calculation puts the gap between HOMO and LUMO at 8.3 eV. Its structure (SMILES) is c1cc2o[nH]cc-2n1. As for the total charge: 0. As for the HOMO energy: -8.6 eV.

*three*
The following is a DFT calculation (ωB97M-V with the def2-TZVPD basis set) of 2 unconnected molecules or ions with the total composition C5H4N2O.

Each line ends with the Mulliken charge.
CARTESIAN COORDINATES (ANGSTROEM)
N  -0.72931  2.19797  -2.28184  -0.470
C  -0.00272  2.24374  -1.32787  0.200
C  0.44390  1.86548  -0.10534  0.319
O  0.98375  2.27615  0.83410  -0.361
H  -1.40956  1.54704  -2.45219  0.257
C  0.95075  -1.90289  0.44556  -0.588
C  -0.12797  -1.59150  1.14299  -0.189
C  -1.01640  -0.54329  0.86102  0.449
N  -1.72201  0.28180  0.56829  -0.403
H  1.39130  -1.52047  -0.44588  0.291
H  1.68195  -2.75078  0.72254  0.216
H  -0.44369  -2.10324  2.03863  0.280

The calculation puts the gap between HOMO and LUMO at 7.4 eV. Its structure (SMILES) is N=C=C=O.C=CC#N. As for the total charge: 0. As for the HOMO energy: -7.9 eV.

*four*
The following is a DFT calculation (ωB97M-V with the def2-TZVPD basis set) of a single C5H4N2O molecule.

Each line ends with the Mulliken charge.
CARTESIAN COORDINATES (ANGSTROEM)
C  -2.18158  -0.80951  -0.03993  -0.659
C  -1.19052  0.08431  -0.20180  0.055
O  0.05261  -0.39668  -0.27220  -0.342
C  1.17777  0.11888  0.57850  0.414
C  2.32482  -0.86446  0.10357  0.116
N  3.15096  -1.58899  -0.48004  -0.424
C  1.39211  1.45595  -0.01262  0.132
N  1.30549  2.55783  -0.35535  -0.369
H  -3.19396  -0.27818  -0.35395  0.168
H  -2.09661  -1.80167  -0.10237  0.390
H  -1.65733  1.29031  -0.46995  0.191
H  0.91622  0.23221  1.60613  0.329

The calculation puts the gap between HOMO and LUMO at 10.4 eV. Its structure (SMILES) is C=COC(C#N)C#N. As for the total charge: 0. As for the HOMO energy: -10.2 eV.

Each structure's energy above the most stable one, in hartree: *one* 0.0000; *two* 0.1058; *three* 0.0791; *four* 0.0820.

*one*
The following is a DFT calculation (ωB97M-V with the def2-TZVPD basis set) of a gas-phase ion, C3H4NO (charge -1).

Each line ends with the Mulliken charge.
CARTESIAN COORDINATES (ANGSTROEM)
C  -0.23381  -0.33681  -0.86958  -0.316
C  -1.37867  0.07068  -0.31366  -0.792
C  1.15474  -0.12894  -0.29435  0.027
N  0.67462  -0.31926  1.03486  -0.323
O  0.13625  0.67646  1.59419  -0.480
H  -1.37595  0.43045  0.80770  0.155
H  -2.35402  0.04208  -0.69679  0.280
H  1.75526  -1.07966  -0.50042  0.132
H  1.62158  0.64500  -0.76194  0.316

The calculation puts the gap between HOMO and LUMO (spin up / spin down) at 7.0 / 7.0 eV. As for the total charge: -1. As for the HOMO energy (spin up / spin down): -2.1 / -2.1 eV.

*two*
The following is a DFT calculation (ωB97M-V with the def2-TZVPD basis set) of 2 unconnected molecules or ions with the total composition C3H4NO.

Each line ends with the Mulliken charge.
CARTESIAN COORDINATES (ANGSTROEM)
C  0.56297  0.22626  0.67259  0.406
C  0.36225  1.10092  1.60977  -1.003
C  0.49612  -0.52592  -0.51360  -0.218
N  0.83483  -1.17742  0.58405  -0.510
O  -1.00199  -0.93514  -2.60770  -0.961
H  0.51005  0.93788  2.59479  0.340
H  0.26150  2.08853  1.35490  0.258
H  -1.87164  -0.79921  -2.11181  0.221
H  -0.15410  -0.91590  -1.58299  0.467

The calculation puts the gap between HOMO and LUMO at 8.3 eV. As for the total charge: -1. As for the HOMO energy: -3.8 eV.

*three*
The following is a DFT calculation (ωB97M-V with the def2-TZVPD basis set) of a gas-phase ion, C3H4NO (charge -1).

Each line ends with the Mulliken charge.
CARTESIAN COORDINATES (ANGSTROEM)
C  -0.27519  -0.78770  0.23709  -1.193
C  0.16901  0.56705  0.04623  0.058
C  0.80081  1.60813  -0.07220  0.051
N  0.89536  3.33292  -0.22178  -0.115
O  -0.30349  3.77098  -0.55995  -0.684
H  -0.61378  -1.37454  -0.62557  0.239
H  0.34667  -1.39086  0.83422  0.283
H  -1.27308  -0.89963  0.90064  0.192
H  1.43153  3.48118  -1.06410  0.169

The calculation puts the gap between HOMO and LUMO at 5.8 eV. Its structure (SMILES) is CC#CN[O-]. As for the total charge: -1. As for the HOMO energy: -1.7 eV.

*four*
The following is a DFT calculation (ωB97M-V with the def2-TZVPD basis set) of a gas-phase ion, C3H4NO (charge -1).

Each line ends with the Mulliken charge.
CARTESIAN COORDINATES (ANGSTROEM)
C  0.86294  0.14380  -0.61014  -0.514
C  0.24894  1.30382  -0.48692  -0.748
C  0.30506  -1.11992  0.16415  0.045
N  -1.08341  -0.97986  0.00620  -0.280
O  -1.63625  -0.17288  0.79449  -0.445
H  -0.70849  1.43971  0.00747  0.195
H  0.71099  2.24947  -0.75617  0.225
H  0.60716  -2.11263  -0.27685  0.303
H  0.69306  -0.75151  1.15776  0.219

The calculation puts the gap between HOMO and LUMO (spin up / spin down) at 6.9 / 6.9 eV. As for the total charge: -1. As for the HOMO energy (spin up / spin down): -2.2 / -2.2 eV.

Each structure's energy above the most stable one, in hartree: *one* 0.0684; *two* 0.0000; *three* 0.0780; *four* 0.0471.

*one*
The following is a DFT calculation (ωB97M-V with the def2-TZVPD basis set) of a gas-phase ion, C3H4NO (charge -1).

Each line ends with the Mulliken charge.
CARTESIAN COORDINATES (ANGSTROEM)
C  -0.11168  2.11743  -0.17133  -0.083
C  0.35362  1.00363  -0.00728  -0.483
C  0.69147  -0.43079  -0.01187  -0.520
N  -0.56404  -1.36206  0.68753  -0.334
O  -0.80174  -2.46053  -0.01766  -0.729
H  -0.43140  3.04388  -0.43377  0.439
H  1.61065  -0.55830  0.65826  0.272
H  0.64113  -0.58590  -1.15341  0.254
H  -1.38801  -0.76737  0.44953  0.185

The calculation puts the gap between HOMO and LUMO at 5.5 eV. Its structure (SMILES) is C#CCN[O-]. As for the total charge: -1. As for the HOMO energy: -1.4 eV.

*two*
The following is a DFT calculation (ωB97M-V with the def2-TZVPD basis set) of a gas-phase ion, C3H4NO (charge -1).

Each line ends with the Mulliken charge.
CARTESIAN COORDINATES (ANGSTROEM)
C  -0.53495  1.24068  0.03981  -0.867
C  0.43271  0.33770  0.00261  -0.034
C  0.83437  -1.07351  0.01441  -0.281
N  1.69191  0.10182  0.30586  0.131
O  2.89350  0.41850  -0.14812  -0.830
H  -1.57918  0.96209  -0.01408  0.245
H  -0.31487  2.29593  0.06256  0.239
H  0.62933  -1.72446  0.86787  0.159
H  0.89924  -1.60962  -0.93380  0.239

The calculation puts the gap between HOMO and LUMO at 6.2 eV. Its structure (SMILES) is C=C1CN1[O-]. As for the total charge: -1. As for the HOMO energy: -1.6 eV.

Each structure's energy above the most stable one, in hartree: *one* 0.0357; *two* 0.0000.